C35H55Cl3N5O6PS | ωB97M-V/def2-TZVPD

```
106
Properties=species:S:1:pos:R:3:forces:R:3
C 9.265 1.402 0.789 -1.2 -0.9 0.0
C 7.765 1.920 0.477 0.2 1.0 2.7
Cl 7.190 1.675 -1.238 0.6 0.4 2.2
C 6.960 2.522 1.489 -0.2 -0.8 -3.0
Cl 7.575 2.765 3.207 -0.8 -0.4 -2.4
C 5.481 2.979 1.125 -2.4 -0.7 -0.4
C 4.449 1.879 0.663 1.2 4.5 0.9
O 4.950 0.530 0.656 -1.3 2.6 -1.8
N 4.517 -0.196 1.735 0.7 -0.3 3.1
O 4.747 0.342 2.771 -0.8 -0.8 -1.4
C 2.973 2.218 0.239 2.7 4.0 0.5
P 1.725 0.949 -0.327 -1.1 -0.4 0.7
C 0.900 1.393 -1.969 -0.3 0.4 -0.7
C 2.456 -0.767 -0.575 1.2 -0.8 -0.1
C 2.582 3.781 0.364 1.8 -2.1 0.2
C 1.082 4.238 -0.023 0.5 0.0 0.1
C -0.041 3.568 0.922 -0.8 -0.1 -0.7
C -1.364 4.503 1.083 0.1 -0.9 0.1
C -2.262 4.417 -0.246 1.5 1.6 0.9
S -3.539 3.080 -0.244 -6.2 1.0 -3.8
O -4.039 2.978 -1.678 2.6 0.0 3.6
O -4.734 3.359 0.624 4.2 -0.3 -0.8
Cl -2.817 1.200 0.254 0.2 1.0 0.1
C 3.624 4.878 0.832 -0.2 -0.7 -0.1
N 3.140 6.222 0.883 4.5 0.3 1.1
C 4.135 7.170 1.266 0.4 -3.3 -0.3
C 5.566 6.739 1.621 -0.2 -1.0 -0.1
N 6.110 5.408 1.638 -5.5 2.9 -1.5
C 5.080 4.527 1.211 -0.2 -3.0 -0.4
H 9.844 1.173 -0.171 -0.9 0.7 1.4
H 9.145 0.387 1.329 0.2 1.5 -0.8
H 9.821 2.083 1.516 -0.9 -0.7 -1.2
H 0.040 2.146 -1.808 1.4 -1.1 -0.1
H 0.387 0.431 -2.347 1.0 1.4 0.6
H 1.611 1.818 -2.752 -1.0 -0.7 0.9
H 1.741 -1.484 -1.131 1.0 1.5 0.8
H 2.617 -1.243 0.456 -0.2 0.8 -1.5
H 3.476 -0.766 -1.107 -1.6 -0.1 0.7
H 0.943 3.986 -1.144 0.1 0.3 1.9
H 0.936 5.369 0.052 0.8 -1.5 0.0
H -0.424 2.623 0.375 0.8 1.3 1.3
H 0.392 3.283 1.944 -0.6 0.4 -1.6
H -2.013 4.111 1.949 1.1 0.6 -1.1
H -1.101 5.592 1.329 -0.4 -1.6 -0.5
H -1.595 4.353 -1.172 -1.2 -0.4 1.2
H -2.840 5.414 -0.317 0.3 -2.0 -0.1
H 3.870 8.284 1.308 0.3 -2.0 -0.1
H 6.294 7.584 1.910 -1.2 -1.6 -0.5
C 5.765 -6.408 -1.613 0.2 -0.1 -0.3
C 4.367 -5.786 -1.370 1.3 -1.4 0.9
C 3.276 -6.733 -1.915 -0.2 0.2 -0.3
C 3.187 -6.736 -3.438 0.0 0.0 0.0
C 3.036 -5.317 -3.976 -0.2 -0.2 0.3
C 4.123 -4.351 -3.461 1.0 0.5 -1.8
N 4.304 -4.422 -1.979 -4.2 0.6 0.9
O 3.259 -3.766 -1.407 2.2 -0.7 -0.7
C 5.465 -4.648 -4.170 0.2 -0.3 0.0
C 3.773 -2.919 -3.946 -0.3 0.1 0.7
C 4.253 -5.748 0.177 -0.4 0.6 -0.1
H 5.860 -6.896 -2.583 0.0 0.1 0.0
H 6.555 -5.657 -1.521 -0.1 0.0 -0.1
H 5.985 -7.190 -0.881 -0.2 0.2 0.0
H 2.298 -6.444 -1.513 0.1 0.2 0.1
H 3.458 -7.755 -1.566 0.2 0.2 0.1
H 4.066 -7.219 -3.875 0.0 0.0 0.0
H 2.326 -7.337 -3.750 0.1 0.0 0.0
H 3.049 -5.347 -5.071 0.2 0.2 0.1
H 2.043 -4.945 -3.695 0.2 0.1 0.1
H 6.279 -4.061 -3.734 -0.1 -0.1 0.0
H 5.411 -4.385 -5.231 -0.2 0.1 0.2
H 5.751 -5.698 -4.152 0.0 0.0 0.1
H 2.784 -2.591 -3.616 0.2 -0.1 0.2
H 3.762 -2.873 -5.039 0.1 -0.3 0.1
H 4.512 -2.193 -3.594 -0.1 -0.1 0.0
H 5.012 -5.089 0.612 -0.1 0.0 -0.1
H 4.399 -6.746 0.601 0.1 0.0 -0.3
H 3.270 -5.415 0.520 0.1 0.1 -0.2
C -9.636 1.436 3.563 0.3 0.1 0.2
C -9.808 0.432 2.395 -1.0 0.6 1.7
C -9.274 -0.953 2.818 0.3 -0.1 -0.3
C -7.750 -1.023 2.868 0.0 0.0 0.0
C -7.143 -0.553 1.550 -0.4 -0.3 0.1
C -7.645 0.837 1.109 1.8 1.2 0.1
N -9.134 0.959 1.168 -0.8 -3.5 -2.4
O -9.643 0.287 0.101 0.6 1.7 1.7
C -6.991 1.932 1.986 0.0 -0.1 0.4
C -7.083 1.132 -0.307 -0.7 -0.3 -0.2
C -11.347 0.334 2.227 0.2 -0.1 -0.7
H -8.693 1.322 4.098 0.0 0.1 -0.1
H -9.717 2.469 3.213 0.1 -0.1 0.0
H -10.411 1.298 4.323 0.0 -0.1 -0.3
H -9.633 -1.719 2.121 0.0 0.2 -0.1
H -9.675 -1.225 3.801 -0.1 0.2 -0.1
H -7.364 -0.429 3.701 0.0 0.0 0.0
H -7.441 -2.056 3.064 0.0 0.1 0.0
H -6.051 -0.546 1.643 -0.1 0.3 -0.1
H -7.376 -1.296 0.777 -0.1 0.2 0.0
H -7.424 2.915 1.777 0.0 -0.1 0.0
H -5.921 2.004 1.786 -0.3 -0.2 -0.1
H -7.067 1.744 3.055 -0.2 0.0 0.0
H -7.367 0.373 -1.040 -0.2 0.1 0.2
H -5.990 1.150 -0.293 -0.2 0.0 0.3
H -7.423 2.106 -0.670 0.0 -0.1 0.1
H -11.773 1.297 1.929 0.1 -0.1 0.0
H -11.821 0.039 3.168 0.3 0.1 0.0
H -11.644 -0.417 1.490 0.2 0.2 -0.1
```
Forces are in eV/Å.

Its expectation value of S² is 2.0089. As for the LUMO energy: -1.41 eV. The value obtained for the largest force on an atom is 7.38 eV Å⁻¹. The total energy is -4211.38179 hartree. As for the multiplicity: 3.